Entry from the Open Molecules 2025 dataset: a 2-piece molecular cluster, C3H8IN overall at a distorted geometry (the ωB97M-V functional and the def2-TZVPD basis).

Structure (XYZ):
```
13
Properties=species:S:1:pos:R:3
C -1.04690 1.29485 0.01523
C -0.74305 -0.12222 -0.30201
C -0.98367 -1.23059 0.63515
N -0.18463 -0.43273 -1.35541
H -1.78979 1.81427 -0.67399
H -1.41872 1.28825 1.11972
H -0.06556 1.79985 -0.16694
H 0.05950 -1.59199 1.07050
H -1.49167 -2.07710 0.07550
H -1.71979 -0.93223 1.46463
H -0.02510 0.29741 -1.93165
I 5.23221 0.38141 0.51421
H 4.17717 -0.48916 -0.46495
```

Properties
E   -471.4983 hartree
Energy relative to the best compared isomer or geometry (same formula, charge and spin)   9.9 kcal per mole
Frontier orbital gap   10.06 eV
Structure (SMILES)   CC(C)=N.I